1:
Entry from the OMol25 dataset: an isolated molecule of C3H8FNO (wB97M-V/def2-TZVPD).

Its SMILES is CC[C@](N)(O)F. As for the HOMO energy: -10.1 eV. Its lowest unoccupied orbital energy is 0.79 eV.

```
! RIJCOSX wB97M-V def2-TZVPD def2/J DEFGRID3
* xyz 0 1
C -1.7924 0.6319 -0.0025
C -0.6684 -0.2261 -0.6166
C 0.6888 0.0724 0.0226
N 1.5310 -1.0606 0.1148
O 0.6065 0.6804 1.2039
F 1.4546 1.0389 -0.7836
H -1.6685 1.6931 -0.0854
H -1.8912 0.1902 1.0765
H -2.7428 0.3827 -0.5071
H -0.8338 -1.3789 -0.2224
H -0.5301 -0.1835 -1.6670
H 2.0161 -1.4818 -0.8165
H 2.3462 -1.0250 0.6848
H 1.4840 0.6663 1.5985
*
```

2:
Entry from the OMol25 dataset: an isolated molecule of C3H8FNO (wB97M-V/def2-TZVPD).

Its SMILES is CO[C@](C)(N)F. As for the HOMO energy: -10.5 eV. Its lowest unoccupied orbital energy is 1.02 eV.

```
! RIJCOSX wB97M-V def2-TZVPD def2/J DEFGRID3
* xyz 0 1
C -0.6309 0.1523 -1.7342
C -0.3999 -0.0232 1.9529
C 0.0727 0.1192 -0.3949
N 1.0890 -0.8052 -0.3201
O -0.8413 0.1955 0.6012
F 0.7550 1.5338 -0.2247
H -1.2561 0.9701 -1.8214
H 0.0568 0.0077 -2.4783
H -1.3169 -0.6456 -1.7419
H 0.3806 0.8078 2.2888
H 0.0837 -0.9639 1.9390
H -1.2256 0.0381 2.5038
H 1.7277 -0.6311 -1.1417
H 1.5054 -0.7555 0.5715
*
```

Most stable of them? 1.

1:
Entry from the OMol25 dataset: a structure of composition C4H2ClO2 (wB97M-V/def2-TZVPD).

As for the HOMO energy: -4.2 eV. Its lowest unoccupied orbital energy is 3.80 eV.

```
! RIJCOSX wB97M-V def2-TZVPD def2/J DEFGRID3
* xyz -1 1
C -0.7288 0.3739 0.4957
C -0.0273 -0.7574 0.8073
C -0.5448 0.2601 -0.8917
C 0.3811 -1.0004 -0.6963
O 0.3210 -1.3479 1.8242
O -0.8186 0.8119 -1.9641
Cl 0.0036 -2.5071 -1.5671
H -1.2550 1.0454 1.0135
H 1.4589 -0.6543 -0.8991
*
```

2:
Entry from the OMol25 dataset: the ion C4H2ClO2 with charge -1 (wB97M-V/def2-TZVPD).

Its SMILES is O=C=C/C([O-])=C/Cl. As for the HOMO energy: -2.7 eV. Its lowest unoccupied orbital energy is 3.85 eV.

```
! RIJCOSX wB97M-V def2-TZVPD def2/J DEFGRID3
* xyz -1 1
C 0.6490 0.6286 -0.8387
C 0.4801 0.1759 0.6737
C -0.5317 0.5980 -1.4210
C -0.2945 -0.9543 0.7443
O 1.0665 0.8659 1.5260
O -1.5553 0.3485 -1.8957
Cl -0.6639 -1.6772 2.3071
H 1.3783 1.3529 -0.9217
H -0.5284 -1.3384 -0.1740
*
```

3:
Entry from the OMol25 dataset: the ion C4H2ClO2 with charge -1 (wB97M-V/def2-TZVPD).

Its SMILES is O=c1c([O-])c1CCl. As for the HOMO energy: -3.7 eV. Its lowest unoccupied orbital energy is 3.64 eV.

```
! RIJCOSX wB97M-V def2-TZVPD def2/J DEFGRID3
* xyz -1 1
C 0.1480 -0.0730 0.0095
C 0.4618 -1.3797 -0.4643
C 0.6290 -0.2478 -1.3179
C -0.3387 0.8529 0.9942
O 0.5275 -2.5893 -0.1985
O 1.1953 0.0802 -2.3731
Cl -2.1852 1.1758 0.6390
H 0.0129 1.8431 0.7595
H -0.4507 0.3378 1.9516
*
```

Most stable of them? 1.

1:
Entry from the OMol25 dataset: an isolated molecule of C12H18Si (wB97M-V/def2-TZVPD).

Its SMILES is Cc1ccc(C)c2c1CC[Si]2(C)C. As for the HOMO energy: -8.6 eV. Its lowest unoccupied orbital energy is 0.90 eV.

```
! RIJCOSX wB97M-V def2-TZVPD def2/J DEFGRID3
* xyz 0 1
C -0.9717 0.1862 2.8103
C -0.4917 -1.1078 2.5225
C -0.5094 0.9154 0.6147
C -0.9156 1.2537 1.8851
C -0.0065 -1.4721 1.2771
C 0.0606 -0.4692 0.2959
C -0.4482 1.9770 -0.4496
C 0.5176 1.5803 -1.5351
C -1.2085 2.6810 2.1894
C 0.6721 -2.7380 0.8259
C 2.1451 -1.1038 -2.0235
C -0.7654 -1.1084 -2.7154
Si 0.5152 -0.2859 -1.5063
H -1.3698 0.4411 3.6971
H -0.5048 -2.0031 3.2125
H -1.3713 2.0216 -0.8751
H -0.0341 2.9858 -0.1711
H 0.2190 2.1577 -2.3795
H 1.3311 2.1788 -1.2819
H -0.8189 2.8954 3.2556
H -0.6200 3.3330 1.5120
H -2.2063 2.8020 2.0621
H 1.7216 -2.8563 1.0496
H 0.1183 -3.5382 1.2962
H 0.5114 -2.9054 -0.2134
H 2.0501 -2.2269 -2.2025
H 2.5393 -0.7553 -2.8986
H 2.9433 -0.9646 -1.4474
H -1.4913 -0.3057 -3.1352
H -0.2493 -1.6247 -3.5310
H -1.3619 -1.9437 -2.1407
*
```

2:
Entry from the OMol25 dataset: a structure of composition C12H18Si (wB97M-V/def2-TZVPD).

As for the HOMO energy: -8.7 eV. Its lowest unoccupied orbital energy is 0.78 eV.

```
! RIJCOSX wB97M-V def2-TZVPD def2/J DEFGRID3
* xyz 0 1
C -2.3637 -1.0953 1.2334
C -2.2841 0.1385 1.9784
C -2.0466 -1.0936 -0.1058
C -1.8906 1.2889 1.3626
C -1.8063 0.0795 -0.7141
C -1.7986 1.2323 -0.0009
C -1.5096 0.6916 -2.0258
C -1.5090 2.0212 -1.2024
C -1.2933 3.2425 -1.5550
C 3.8012 -0.0832 -0.0102
C 1.9323 -2.6613 -0.3879
C 1.1100 -0.2701 1.5137
Si 1.9931 -0.6839 -0.1266
H -2.5886 -2.0030 1.7192
H -2.4325 0.1759 3.1519
H -1.7774 -2.1049 -0.6300
H -1.8869 2.2602 1.8546
H -0.5310 0.6423 -2.5377
H -2.3185 0.6462 -2.7777
H 1.0406 0.0605 -1.1367
H -1.4102 4.0821 -0.8314
H -1.3809 3.6118 -2.5586
H 4.3499 -0.9543 0.3309
H 4.2369 0.1047 -1.0311
H 3.8125 0.7556 0.6177
H 1.5436 -3.3120 0.4054
H 1.3739 -2.9131 -1.3097
H 2.8929 -3.0374 -0.6094
H 0.3973 -1.0620 1.4554
H 1.6860 -0.3768 2.4616
H 0.6574 0.6171 1.4662
*
```

Most stable of them? 1.

1:
Entry from the OMol25 dataset: a structure of composition C2H5N5O (wB97M-V/def2-TZVPD).

As for the HOMO energy: -8.6 eV. Its lowest unoccupied orbital energy is 0.09 eV.

```
! RIJCOSX wB97M-V def2-TZVPD def2/J DEFGRID3
* xyz 0 1
C -0.7492 0.5402 -0.7230
C -0.2679 -0.7110 0.8939
H -0.9387 1.4581 -2.6474
H -2.4632 1.4904 -0.9965
H 0.4723 -2.4237 2.1027
H 2.4894 -0.3261 1.4310
H 1.3548 0.1950 -1.4817
N -1.5226 1.0371 -1.5807
N -1.3236 0.1651 0.4068
N -0.3142 -1.5671 1.7436
N 0.9014 -0.4633 0.2742
N 0.7282 0.4856 -0.6752
O 1.6335 0.1197 1.2524
*
```

2:
Entry from the OMol25 dataset: an isolated molecule of C2H5N5O (wB97M-V/def2-TZVPD).

Its SMILES is N/N=c1/ncn(N)o1. As for the HOMO energy: -7.9 eV. Its lowest unoccupied orbital energy is 0.03 eV.

```
! RIJCOSX wB97M-V def2-TZVPD def2/J DEFGRID3
* xyz 0 1
C -0.6183 0.7180 -0.1789
C 1.3617 1.2487 0.0044
H -1.7675 -1.4058 -0.1273
H -3.4192 -0.2445 -0.4564
H 2.2766 1.6796 0.0431
H 1.7877 -1.8352 -0.1337
H 1.1205 -0.9443 1.2349
N -2.4854 -0.4727 0.0405
N -1.8697 0.6827 0.3508
N 0.2302 1.9230 -0.0652
N 1.3667 -0.0205 -0.4399
N 1.9944 -0.9044 0.4336
O 0.0224 -0.4245 -0.7059
*
```

3:
Entry from the OMol25 dataset: an isolated molecule of C2H5N5O (wB97M-V/def2-TZVPD).

Its SMILES is [H]/N=c1\o/c(=N/[H])[nH]n1N. As for the HOMO energy: -9.9 eV. Its lowest unoccupied orbital energy is 0.39 eV.

```
! RIJCOSX wB97M-V def2-TZVPD def2/J DEFGRID3
* xyz 0 1
C -1.3612 -0.0773 -0.0183
C 0.7304 0.8129 -0.1017
H 1.9979 -2.1077 -0.3894
H 1.6983 -1.6239 1.1586
H -0.3380 -1.4728 0.9591
H -3.0553 -0.8760 0.0100
H 1.2021 2.5156 0.3464
N 1.8358 -1.2794 0.1331
N 0.7435 -0.5574 -0.4257
N -0.4986 -1.2269 -0.1017
N -2.6460 0.0571 0.1893
N 1.6399 1.6138 0.1710
O -0.6552 1.1126 -0.1407
*
```

4:
Entry from the OMol25 dataset: an isolated molecule of C2H5N5O (wB97M-V/def2-TZVPD).

Its SMILES is Nc1n/c(=N/O)[nH][nH]1. As for the HOMO energy: -8.0 eV. Its lowest unoccupied orbital energy is 0.64 eV.

```
! RIJCOSX wB97M-V def2-TZVPD def2/J DEFGRID3
* xyz 0 1
C -0.0601 0.9616 1.0387
C 0.4034 -0.5041 -0.3959
H 1.0277 1.8249 2.5052
H -0.6602 1.9461 2.8770
H 0.5669 -2.5483 -2.4046
H -1.5956 -0.8635 -0.8697
H -2.0543 1.1369 0.4466
N 0.0366 1.8869 2.1294
N 1.0489 0.4469 0.4996
N 1.0356 -1.4072 -1.0232
N -0.9609 -0.0521 -0.7097
N -1.1794 0.6585 0.4564
O 0.0987 -1.8715 -1.9849
*
```

Most stable of them? 3.

1:
Entry from the OMol25 dataset: an isolated molecule of C2H6FN (wB97M-V/def2-TZVPD).

Its SMILES is NCCF. As for the HOMO energy: -8.6 eV. Its lowest unoccupied orbital energy is 1.24 eV.

```
! RIJCOSX wB97M-V def2-TZVPD def2/J DEFGRID3
* xyz 0 1
C 0.2589 -0.5044 0.3181
C 0.6642 0.3904 -0.8164
H -1.2656 -0.2049 1.6792
H -1.6253 0.7608 0.2572
H 0.0428 -1.5371 0.0173
H 0.8712 -0.6689 1.1405
H 1.5527 -0.0590 -1.2779
H 0.8636 1.4226 -0.3935
N -0.9820 0.1093 0.7739
F -0.3805 0.2914 -1.6984
*
```

2:
Entry from the OMol25 dataset: a cluster of 2 separate species, C2H6FN in total (wB97M-V/def2-TZVPD).

As for the HOMO energy (alpha / beta): -11.0 / -10.6 eV. Its lowest unoccupied orbital energy (alpha / beta) is -1.49 / -1.66 eV.

```
! RIJCOSX wB97M-V def2-TZVPD def2/J DEFGRID3
* xyz 0 1
C -0.1453 -1.1489 -0.3083
C -0.1546 1.2441 -0.1227
N -0.6603 0.0487 -0.7896
F -2.3384 -0.1133 0.4054
H 0.1297 -1.1578 0.7352
H -0.7075 -1.8549 -0.9364
H 0.9463 -1.1160 -0.8782
H -0.8956 1.4438 0.6149
H 0.8091 1.0524 0.2028
H -0.1730 2.0073 -1.0026
*
```

Most stable of them? 1.

1:
Entry from the OMol25 dataset: a cluster of 2 separate species, C2H6FN in total (wB97M-V/def2-TZVPD).

As for the HOMO energy (alpha / beta): -10.8 / -10.3 eV. Its lowest unoccupied orbital energy (alpha / beta) is -1.31 / -1.90 eV.

```
! RIJCOSX wB97M-V def2-TZVPD def2/J DEFGRID3
* xyz 0 1
C -0.2385 1.1882 -0.0070
C -0.1903 -1.2062 -0.0128
N 0.1707 -0.0001 -0.6188
F 2.2480 0.0136 -0.0524
H -0.6453 1.0758 1.0066
H 0.5997 1.8864 0.0081
H -0.9803 1.6462 -0.6726
H 0.4499 -2.0051 -0.3838
H -0.1984 -1.1777 1.0860
H -1.2156 -1.4212 -0.3534
*
```

2:
Entry from the OMol25 dataset: an isolated molecule of C2H6FN (wB97M-V/def2-TZVPD).

Its SMILES is NCCF. As for the HOMO energy: -9.4 eV. Its lowest unoccupied orbital energy is 1.20 eV.

```
! RIJCOSX wB97M-V def2-TZVPD def2/J DEFGRID3
* xyz 0 1
C 0.9365 0.1515 0.1518
C -0.3091 -0.3900 0.8692
H -0.0503 0.3710 -1.5610
H 1.4125 0.1206 -1.8863
H 0.9844 1.2955 0.3418
H 1.7836 -0.2418 0.6411
H -0.2553 0.0557 1.8496
H -0.3412 -1.4635 0.8829
N 0.7543 -0.1733 -1.1703
F -1.3975 0.2784 0.1998
*
```

Most stable of them? 2.